Entry 1:
Formula: C12H36O6
Source: the Open Molecules 2025 dataset
Level of theory: the ωB97M-V functional and the def2-TZVPD basis

Last column: natural (NBO) charge in e.
Positions of all 54 atoms, in Å:
C1 0.79 0.69 0.10  -0.6322
C2 0.19 1.51 -1.04  -0.0745
O1 -0.12 0.62 -2.10  -0.7508
H1 1.20 1.28 0.93  0.2095
H2 1.61 0.08 -0.28  0.2084
H3 0.08 -0.03 0.51  0.2060
H4 0.97 2.20 -1.36  0.1635
H5 -0.67 2.05 -0.64  0.1574
H6 -0.35 1.26 -2.78  0.4969
C3 4.19 -1.75 2.26  -0.6344
C4 3.87 -1.95 0.78  -0.0645
O2 3.02 -3.12 0.58  -0.7236
H7 3.34 -1.61 2.92  0.2193
H8 4.97 -0.98 2.37  0.2092
H9 4.67 -2.69 2.53  0.2115
H10 4.75 -1.98 0.14  0.1644
H11 3.38 -1.04 0.45  0.1510
H12 3.34 -3.47 -0.25  0.4695
C5 -1.40 -4.18 -0.85  -0.6208
C6 -0.39 -3.03 -0.54  -0.0605
O3 -0.42 -2.29 -1.76  -0.7587
H13 -2.29 -3.98 -1.45  0.2191
H14 -1.74 -4.54 0.12  0.1979
H15 -0.89 -4.99 -1.36  0.1982
H16 0.57 -3.49 -0.30  0.1767
H17 -0.77 -2.36 0.24  0.1546
H18 0.01 -1.43 -1.73  0.4886
C7 -2.31 3.23 -3.52  -0.6463
C8 -2.35 1.79 -4.21  -0.0627
O4 -1.02 1.41 -4.57  -0.7511
H19 -3.26 3.63 -3.15  0.2243
H20 -1.73 3.95 -4.09  0.2224
H21 -1.75 3.22 -2.59  0.2008
H22 -3.02 1.78 -5.07  0.1683
H23 -2.76 1.02 -3.56  0.1727
H24 -0.92 0.49 -4.83  0.4906
C9 2.02 0.61 4.04  -0.6367
C10 2.01 2.06 4.68  -0.0588
O5 3.22 2.29 5.41  -0.7199
H25 1.71 -0.17 4.73  0.2166
H26 3.04 0.49 3.68  0.1974
H27 1.33 0.60 3.20  0.2084
H28 1.10 2.24 5.25  0.1809
H29 2.00 2.83 3.90  0.1519
H30 3.96 2.11 4.82  0.4601
C11 -3.95 1.43 -0.39  -0.6366
C12 -3.17 0.13 -0.22  -0.0613
O6 -4.00 -0.84 0.21  -0.6954
H31 -4.21 1.86 0.58  0.1903
H32 -4.88 1.34 -0.95  0.2143
H33 -3.35 2.16 -0.93  0.2024
H34 -2.21 0.23 0.29  0.1522
H35 -2.98 -0.13 -1.26  0.1777
H36 -4.38 -0.54 1.04  0.4558

Computed properties:
Gap between HOMO and LUMO = 0.3744 hartree
SMILES = CCO.CCO.CCO.CCO.CCO.CCO
Relative energy (zero: lowest compared OMol25 entry of this formula, charge and spin) = 74.1 kcal/mol
Spin multiplicity = 1
Total energy = -25309.989 eV

***

Entry 2:
Formula: CH3ClN3S
Source: the Open Molecules 2025 dataset
Level of theory: the ωB97M-V functional and the def2-TZVPD basis

Last column: natural (NBO) charge in e.
Positions of all 9 atoms, in Å:
C1 1.44 -0.14 0.35  0.2943
N1 -2.17 -0.03 0.62  -0.3424
N2 0.36 -0.14 0.77  -0.4289
N3 -2.95 0.15 -0.28  -0.0504
S1 3.05 0.16 -0.03  0.2598
Cl1 -4.58 0.19 -0.12  0.2861
H1 -0.84 -0.36 0.68  0.4410
H2 -2.59 -0.38 1.46  0.3476
H3 2.54 0.98 -0.96  0.1930

Computed properties:
Gap between HOMO and LUMO = 0.3695 hartree
Relative energy (zero: lowest compared OMol25 entry of this formula, charge and spin) = 6.1 kcal/mol
Charge = +1
Spin multiplicity = 1
Total energy = -28902.715 eV

***

Entry 3:
Formula: C2HBrCl2F2
Source: the Open Molecules 2025 dataset
Level of theory: the ωB97M-V functional and the def2-TZVPD basis

Last column: natural (NBO) charge in e.
Positions of all 8 atoms, in Å:
F1 1.20 -0.22 -1.46  -0.2904
C1 0.15 0.29 -0.83  0.3029
Cl1 -1.28 -0.48 -1.44  0.0158
C2 0.15 1.19 0.17  -0.2386
Cl2 -1.37 1.51 0.92  0.0838
Br1 1.73 2.01 0.91  0.1285
F2 -0.28 -2.06 1.33  -0.5608
H1 -0.31 -2.25 0.41  0.5589

Computed properties:
Gap between HOMO and LUMO = 0.3649 hartree
SMILES = F/C(Cl)=C(/Cl)Br.F
Relative energy (zero: lowest compared OMol25 entry of this formula, charge and spin) = 28.9 kcal/mol
Spin multiplicity = 1
Total energy = -102611.352 eV

***

Entry 4:
Formula: C4H8ClNO
Source: the Open Molecules 2025 dataset
Level of theory: the ωB97M-V functional and the def2-TZVPD basis

Last column: natural (NBO) charge in e.
Positions of all 15 atoms, in Å:
H1 -0.41 1.24 -1.74  0.3587
N1 -0.29 0.39 -1.35  -0.7408
C1 0.15 0.22 -0.20  0.6057
O1 0.40 1.08 0.78  -0.5095
C2 -0.11 2.41 0.81  -0.2680
C3 0.50 -1.27 0.35  -0.2589
C4 -0.27 -2.21 -0.58  -0.6523
Cl1 2.24 -1.50 0.26  -0.0272
H2 0.47 2.82 1.72  0.2173
H3 -1.21 2.45 1.14  0.1762
H4 -0.22 2.93 -0.07  0.1861
H5 0.13 -1.34 1.35  0.2197
H6 -1.26 -2.65 -0.20  0.2137
H7 -0.51 -1.59 -1.46  0.2630
H8 0.40 -2.97 -0.82  0.2164

Computed properties:
Gap between HOMO and LUMO = 0.3973 hartree
SMILES = [H]/N=C(\OC)[C@@H](C)Cl
Relative energy (zero: lowest compared OMol25 entry of this formula, charge and spin) = 36.5 kcal/mol
Spin multiplicity = 1
Total energy = -20336.170 eV

***

Entry 5:
Formula: C15H14NO2S
Source: the Open Molecules 2025 dataset
Level of theory: the ωB97M-V functional and the def2-TZVPD basis

Last column: natural (NBO) charge in e.
Positions of all 33 atoms, in Å:
C1 2.37 2.15 -2.76  -0.4215
N1 3.73 2.25 -2.15  -0.6281
S1 4.41 3.91 -2.10  0.2663
H1 1.69 2.73 -2.14  0.2421
H2 2.07 1.10 -2.74  0.2452
H3 2.38 2.53 -3.77  0.2439
H4 3.69 1.88 -1.19  0.4544
H5 4.40 1.68 -2.67  0.4471
H6 4.08 4.10 -0.82  0.1452
C2 2.18 0.53 1.57  -0.2088
C3 1.59 1.56 0.84  -0.2480
C4 0.29 1.44 0.37  -0.1740
C5 -0.43 0.28 0.62  -0.1636
C6 0.16 -0.76 1.35  -0.0358
C7 1.46 -0.63 1.82  -0.1695
C8 -0.59 -2.02 1.63  0.5340
O1 -0.08 -2.91 2.27  -0.5034
C9 -1.98 -2.14 1.09  -0.1635
C10 -2.68 -3.31 1.31  -0.1467
C11 -3.97 -3.44 0.82  -0.1787
C12 -4.56 -2.40 0.11  -0.1789
C13 -3.86 -1.23 -0.11  -0.1858
C14 -2.57 -1.09 0.37  -0.0801
C15 -1.83 0.17 0.10  0.6031
O2 -2.32 1.09 -0.52  -0.5363
H7 3.19 0.63 1.94  0.2221
H8 2.14 2.48 0.66  0.1863
H9 -0.19 2.23 -0.19  0.2392
H10 1.88 -1.44 2.40  0.2511
H11 -2.21 -4.11 1.86  0.2442
H12 -4.52 -4.36 0.99  0.2287
H13 -5.57 -2.50 -0.26  0.2282
H14 -4.30 -0.40 -0.66  0.2415

Computed properties:
Gap between HOMO and LUMO = 0.2716 hartree
Charge = +1
Spin multiplicity = 1
Total energy = -32195.419 eV

***

Entry 6:
Formula: C16H13N5O4S
Source: the Open Molecules 2025 dataset
Level of theory: the ωB97M-V functional and the def2-TZVPD basis

Last column: natural (NBO) charge in e.
Positions of all 39 atoms, in Å:
C1 -6.26 -0.82 -0.91  -0.8570
S1 -4.77 -1.71 -0.36  2.1775
O1 -4.13 -2.27 -1.51  -0.9421
O2 -5.14 -2.58 0.72  -0.9389
C2 -3.75 -0.38 0.29  -0.3230
C3 -3.99 0.06 1.60  -0.2156
C4 -3.27 1.09 2.15  -0.1983
C5 -2.29 1.68 1.35  0.1326
N1 -1.41 2.68 1.59  -0.2397
N2 -0.69 2.86 0.55  -0.0393
N3 -1.06 2.01 -0.40  0.0999
O3 -0.47 2.00 -1.63  -0.3065
C6 0.95 2.02 -1.55  -0.1812
C7 1.48 0.78 -0.81  0.6553
O4 0.75 -0.03 -0.30  -0.5832
N4 2.84 0.75 -0.79  -0.6182
C8 3.68 -0.21 -0.21  0.2322
C9 3.20 -1.33 0.47  -0.2359
C10 4.08 -2.24 1.01  -0.1842
C11 5.45 -2.07 0.90  -0.1787
C12 5.93 -0.95 0.21  -0.1528
C13 7.33 -0.75 0.08  0.2702
N5 8.46 -0.59 -0.04  -0.2917
C14 5.05 -0.03 -0.34  -0.2229
C15 -2.06 1.21 0.03  0.0735
C16 -2.79 0.17 -0.53  -0.1839
H1 -5.97 -0.12 -1.67  0.2385
H2 -6.69 -0.32 -0.05  0.2379
H3 -6.95 -1.56 -1.31  0.2532
H4 -4.75 -0.46 2.16  0.2436
H5 -3.44 1.43 3.16  0.2354
H6 1.27 2.01 -2.60  0.2253
H7 1.29 2.93 -1.06  0.2210
H8 3.33 1.50 -1.25  0.3996
H9 2.13 -1.47 0.57  0.2602
H10 3.70 -3.10 1.54  0.2266
H11 6.14 -2.78 1.32  0.2311
H12 5.44 0.83 -0.87  0.2198
H13 -2.62 -0.22 -1.52  0.2598

Computed properties:
Gap between HOMO and LUMO = 0.3415 hartree
SMILES = CS(=O)(=O)c1ccc2nnn(OCC(=O)Nc3cccc(C#N)c3)c2c1
Relative energy (zero: lowest compared OMol25 entry of this formula, charge and spin) = 65.5 kcal/mol
Spin multiplicity = 1
Total energy = -43275.649 eV

***

Number 1: HOMO energy -9.596 eV. Number 2: HOMO energy -14.901 eV. Number 3: HOMO energy -9.728 eV. Number 4: HOMO energy -10.029 eV. Number 5: HOMO energy -11.927 eV. Number 6: HOMO energy -9.385 eV.